No. 1
Molecular formula: H14O7
Method: DFT, the ωB97M-V functional and the def2-TZVPD basis

Results
multiplicity = 1
SMILES = O.O.O.O.O.O.O
charge = 0
HOMO = -11.311 eV

```
21
Properties=species:S:1:pos:R:3:forces:R:3:lowdin_charge:R:1
O -0.965941 0.674016 -1.044545 -0.3 -1.0 -3.2 0.017
H -0.395076 1.405755 -1.147658 0.9 1.1 0.0 0.006
H -1.201848 0.572840 -0.174987 -0.8 0.1 3.0 -0.035
O -2.345467 -1.116907 3.919610 1.8 -0.1 -1.0 -0.064
H -1.621345 -0.442130 3.896897 -1.8 -0.4 0.6 0.033
H -2.999102 -0.906476 4.557479 -0.6 0.6 1.0 0.017
O -0.656406 -2.605053 -2.033681 2.0 0.2 1.7 -0.050
H -0.485208 -3.095951 -2.808065 -0.5 -0.9 -1.9 -0.001
H 0.264917 -2.719460 -1.669233 -1.5 0.7 0.3 0.042
O 0.113630 5.179957 -0.975181 -1.7 1.2 -1.3 -0.024
H -0.527206 4.658014 -1.476007 -0.4 0.7 -0.3 0.042
H 0.574985 4.470278 -0.628044 2.1 -1.9 1.6 -0.019
O 1.481325 0.487339 -2.523910 0.5 -0.4 -1.5 -0.048
H 2.096243 -0.010943 -3.100717 -0.6 0.6 0.2 0.055
H 1.863510 0.360331 -1.671390 0.2 -0.1 1.2 0.004
O -0.684215 0.141916 2.273245 1.8 0.0 4.7 -0.005
H -0.660634 -0.760766 2.656463 0.4 0.7 -0.5 0.059
H -0.946097 -0.053823 1.446785 -1.4 -0.9 -4.5 -0.046
O 2.153411 -1.843236 0.285038 -1.7 3.0 -3.4 -0.023
H 2.499008 -2.441377 0.867987 1.7 -2.6 1.7 -0.017
H 2.441517 -1.954325 -0.650085 0.0 -0.4 1.6 0.054
```
Positions in Å, forces in eV/Å.

***

No. 2
Molecular formula: C6H12NOS
Method: DFT, the ωB97M-V functional and the def2-TZVPD basis

Results
multiplicity = 1
charge = +1
HOMO = -13.857 eV

```
21
Properties=species:S:1:pos:R:3:forces:R:3:lowdin_charge:R:1
C 1.312150 -2.357463 -0.119806 0.2 0.0 -0.1 0.084
C 0.111426 -0.260861 0.511589 -1.1 0.2 0.2 -0.467
C -2.460785 1.686582 0.072219 0.0 0.0 -0.1 -0.096
C -1.371162 -0.576162 0.456803 0.1 0.2 -0.3 -0.085
C -2.055522 0.361746 -0.553297 0.0 0.0 0.1 -0.232
C 3.198180 0.183310 -0.520925 0.1 1.5 0.3 -0.328
N 0.881011 -1.290655 0.356266 0.5 -1.0 0.0 0.117
O 0.513988 0.892591 0.744009 -0.2 0.6 0.3 -0.156
S 2.390794 1.520831 -0.080921 0.9 -1.3 -0.5 1.130
H 1.650118 -3.149641 0.538860 0.0 -0.1 0.1 0.108
H 1.411568 -2.517218 -1.191495 -0.1 0.0 -0.1 0.110
H -1.599883 2.201036 0.491897 0.0 0.1 0.0 0.066
H -2.915049 2.329281 -0.676513 -0.1 0.1 0.0 0.079
H -3.187965 1.522405 0.864429 -0.1 0.0 0.1 0.083
H -1.796664 -0.419550 1.449675 0.1 -0.1 0.0 0.137
H -1.504415 -1.620397 0.177786 0.0 0.0 0.1 0.121
H -2.940494 -0.150172 -0.932274 0.0 0.0 -0.1 0.115
H -1.388713 0.533940 -1.404225 -0.1 -0.1 0.0 0.114
H 3.185804 -0.100707 -1.557423 -0.1 0.1 -0.3 0.041
H 3.800757 -0.391122 0.160774 -0.1 -0.1 0.2 0.050
H 2.764848 1.602218 1.212582 -0.1 0.0 -0.1 0.008
```
Positions in Å, forces in eV/Å.

***

No. 3
Molecular formula: CH2N4O
Method: DFT, the ωB97M-V functional and the def2-TZVPD basis

Results
multiplicity = 1
SMILES = Oc1nn[nH]n1
charge = 0
HOMO = -10.044 eV

```
8
Properties=species:S:1:pos:R:3:forces:R:3:lowdin_charge:R:1
O -0.554333 0.826295 1.862925 -3.0 -4.0 -1.8 -0.042
C -0.107028 0.269189 0.624786 -2.1 0.3 1.4 -0.460
N -1.053088 -0.199495 -0.299069 1.3 2.5 0.6 0.052
N -0.363409 -0.325611 -1.349024 0.6 -4.1 -1.7 -0.041
N 0.982974 -0.412278 -1.034338 -3.2 1.6 -2.7 -0.049
N 1.088884 0.211237 0.158373 2.9 -0.6 1.3 0.082
H -1.562481 0.258702 2.009998 4.5 2.7 -0.7 0.235
H 1.568482 -0.628037 -1.973652 -0.9 1.5 3.7 0.222
```
Positions in Å, forces in eV/Å.

***

No. 4
Molecular formula: C27H26N2O3
Method: DFT, the ωB97M-V functional and the def2-TZVPD basis

Results
multiplicity = 1
charge = 0
HOMO = -4.861 eV

```
58
Properties=species:S:1:pos:R:3:forces:R:3:lowdin_charge:R:1
C -6.942971 1.490335 -0.906583 -0.2 -0.1 0.0 -0.098
C -5.454935 1.456776 -1.057220 0.4 0.0 0.0 -0.339
C -4.786139 0.223934 -1.129523 -0.3 0.4 0.1 -0.102
C -3.421835 0.152123 -1.273329 1.0 0.8 -0.2 -0.050
C -2.585532 1.341105 -1.397790 -2.5 0.2 0.3 -0.467
O -1.347697 1.267209 -1.595798 1.5 -0.2 -0.1 -0.114
C -3.326654 2.600851 -1.284577 1.2 -0.9 -0.2 -0.053
C -4.691677 2.635589 -1.129629 -0.6 -0.6 0.1 -0.104
H -7.298450 2.522115 -0.870152 -0.1 -0.1 0.0 0.062
H -7.434401 0.982466 -1.745282 -0.1 0.1 0.1 0.068
H -7.259886 0.980347 0.011141 -0.1 0.1 -0.1 0.067
H -5.363455 -0.702470 -1.068642 0.1 0.2 0.0 0.101
H -2.902020 -0.803788 -1.323189 -0.1 0.0 0.0 0.077
H -2.744165 3.517217 -1.347083 -0.1 -0.1 0.0 0.084
H -5.215500 3.593090 -1.061021 0.2 -0.2 0.0 0.096
C 0.393352 -0.617687 7.130122 0.4 0.3 -0.2 -0.055
O 1.322318 0.395917 6.681787 0.1 -0.4 -0.4 -0.084
C 1.898769 0.260709 5.454025 -0.2 -0.2 -0.5 -0.252
C 2.722276 1.325407 5.000872 -0.4 -0.6 0.2 0.014
C 3.243170 1.303401 3.714452 -0.2 0.0 0.1 -0.016
C 2.946121 0.248307 2.838682 -0.3 -0.1 1.6 -0.187
N 3.521304 0.263323 1.544704 0.5 0.2 -1.6 0.078
C 2.967022 -0.086329 0.344470 1.7 0.2 0.7 -0.058
C 1.680037 -0.732795 0.054904 -3.4 -1.5 -0.1 -0.290
C 0.994758 -0.373766 -1.185980 1.0 0.6 1.1 -0.053
C -0.019209 -1.159370 -1.612157 0.0 -0.5 -0.1 0.013
C -0.372372 -1.366968 -3.005818 -0.6 0.2 -0.9 -0.213
C -0.837770 -2.640340 -3.412857 0.2 0.6 0.4 -0.029
C -1.098440 -2.904005 -4.752544 0.1 0.3 -0.2 -0.084
C -0.924516 -1.893140 -5.709888 0.0 0.0 0.4 -0.080
C -0.492014 -0.619457 -5.314600 0.1 -0.1 0.3 -0.070
C -0.205869 -0.356024 -3.975133 -0.1 -0.3 0.0 -0.019
O 1.227826 -1.628674 0.800924 1.3 1.2 -0.6 0.039
N 3.908087 0.113507 -0.598733 0.2 0.4 0.4 -0.034
C 3.829022 -0.173505 -2.023843 0.2 -0.1 -0.9 0.008
C 5.048815 0.655550 -0.018317 -0.7 -0.3 -0.3 0.001
C 4.809663 0.761954 1.299468 -0.7 -0.5 0.2 0.013
C 2.214065 -0.838438 3.316064 0.0 -0.2 0.1 0.009
C 1.686470 -0.852291 4.605598 0.1 0.9 0.4 0.013
H 0.085407 -0.276306 8.117443 0.0 -0.1 -0.1 0.093
H -0.480159 -0.684439 6.466452 0.3 0.1 0.1 0.102
H 0.878270 -1.600730 7.205705 -0.1 0.3 0.0 0.094
H 2.909809 2.162182 5.673370 0.0 -0.2 -0.2 0.124
H 3.869700 2.132115 3.386955 -0.2 -0.1 0.0 0.114
H 1.309187 0.532292 -1.698096 0.0 -0.4 -0.3 0.110
H -0.441961 -1.885111 -0.909261 0.4 0.1 -0.1 0.137
H -0.959532 -3.411405 -2.648247 -0.1 0.2 -0.3 0.115
H -1.434432 -3.898230 -5.050164 0.1 0.3 0.0 0.103
H -1.132007 -2.096247 -6.761017 0.0 0.1 0.3 0.101
H -0.374911 0.178075 -6.049268 -0.1 -0.3 0.2 0.104
H 0.098672 0.637494 -3.641824 -0.2 -0.3 -0.1 0.110
H 4.857582 -0.290225 -2.386855 -0.3 0.0 0.1 0.100
H 3.275979 -1.099455 -2.224455 0.1 0.4 0.2 0.112
H 3.370842 0.656149 -2.583321 0.1 -0.3 0.3 0.110
H 5.923128 0.884653 -0.601098 0.0 0.0 0.0 0.134
H 5.447604 1.107199 2.087920 0.0 0.0 0.1 0.132
H 2.022427 -1.688768 2.674713 0.1 0.2 0.0 0.102
H 1.086819 -1.701411 4.943542 0.3 0.3 -0.2 0.113
```
Positions in Å, forces in eV/Å.

***

Summary of orbital gap in eV
11.31; 8.98; 10.48; 3.47
(order as listed above)
Summary of energy relative to the best compared isomer or geometry (same formula, charge and spin) in eV
3.5033; 2.6045; 2.5846; 5.4269
(order as listed above)